# 1
Density functional theory data (wB97M-V/def2-TZVPD) for a molecular structure, C15H20GaI2N3O.

## Properties
HOMO level (spin up / spin down)	1.0 / 1.0	eV

Geometry as ORCA input:
```
! RIJCOSX wB97M-V def2-TZVPD def2/J DEFGRID3
* xyz -2 1
C 1.647 2.264 -1.702
I 2.713 -0.811 -0.940
H 1.546 3.238 -2.228
H 1.939 1.484 -2.414
H 2.412 2.333 -0.916
C -0.309 -2.007 -4.219
C -0.323 -0.609 -2.447
N -0.158 -1.894 -2.855
H -0.816 -0.421 -5.670
I -2.580 -0.747 -0.547
N -0.655 0.063 -3.584
H -0.204 -2.934 -4.742
Ga -0.063 -0.056 -0.563
C 0.311 1.942 -1.085
O -0.611 2.678 -0.828
C -0.597 -0.769 -4.680
C -1.074 1.437 -3.709
H -1.561 1.534 -4.686
H -0.222 2.124 -3.702
H -1.771 1.721 -2.918
C -0.001 -3.043 -2.021
H 0.344 -3.875 -2.643
H -0.944 -3.335 -1.547
H 0.749 -2.852 -1.249
C -1.014 2.299 2.252
C -0.506 1.238 3.159
C -0.560 1.390 4.530
C -0.096 0.384 5.382
C 0.443 -0.793 4.842
C 0.539 -0.982 3.479
C 1.131 -2.246 2.961
C 0.065 0.044 2.568
N 0.156 -0.103 1.284
H -1.722 1.911 1.514
H -0.211 2.763 1.669
H -1.506 3.096 2.816
H -0.996 2.311 4.931
H -0.150 0.533 6.457
H 0.794 -1.571 5.523
H 2.135 -2.403 3.382
H 0.529 -3.112 3.268
H 1.196 -2.223 1.879
*
```

Here are the Mulliken charges for atoms 1 to 5, given in e: -1.826 -0.544 0.457 0.337 0.343



# 2
Density functional theory data (wB97M-V/def2-TZVPD) for a molecular structure, C15H20MoN3O9P2SbSe4.

## Properties
HOMO level (spin up / spin down)	-8.0 / -7.8	eV
ΔE to the lowest compared entry with this formula, charge and spin	255.74	kJ/mol

Geometry as ORCA input:
```
! RIJCOSX wB97M-V def2-TZVPD def2/J DEFGRID3
* xyz 0 1
Mo 1.440 2.044 0.409
Se -3.660 2.472 -2.779
Sb -2.895 1.723 -0.621
Se -0.576 3.128 -0.080
Se -0.636 1.023 0.405
Se -4.487 1.704 1.150
O 4.636 3.019 -1.749
P 3.487 3.160 -0.702
O 2.121 2.906 -1.313
O 3.611 2.246 0.473
O 3.486 4.690 -0.266
P 2.107 5.125 0.533
O 1.051 5.278 -0.663
O 2.286 6.328 1.315
O 1.699 3.846 1.246
H 5.281 3.720 -1.735
H 0.933 6.197 -0.913
C -4.417 -2.076 0.312
C -3.461 -1.785 -0.799
C -3.951 -1.396 -2.039
C -3.091 -1.128 -3.092
C -1.731 -1.265 -2.911
C -1.218 -1.642 -1.670
N 0.191 -1.638 -1.570
C 0.960 -2.378 -0.724
C 0.711 -3.751 -0.575
C 1.507 -4.526 0.233
C 2.565 -3.964 0.950
C 2.792 -2.610 0.873
C 2.016 -1.812 0.032
C 2.060 -0.367 0.131
O 1.840 0.384 -0.865
O 2.066 0.197 1.265
C -2.076 -1.880 -0.588
C -1.590 -2.177 0.803
H -5.429 -2.097 -0.073
H -4.373 -1.293 1.072
H -4.198 -3.034 0.776
H -5.013 -1.278 -2.173
H -3.483 -0.799 -4.040
H -1.046 -1.075 -3.724
H 0.627 -0.803 -1.944
H -0.115 -4.170 -1.129
H 1.306 -5.584 0.313
H 3.186 -4.583 1.577
H 3.583 -2.146 1.446
H -1.632 -3.244 1.026
H -2.215 -1.642 1.519
H -0.559 -1.854 0.951
N 0.207 0.890 3.302
N 0.962 2.019 2.849
H 0.047 0.908 4.310
H 0.726 0.042 3.070
H 1.904 2.077 3.260
H 0.454 2.866 3.137
*
```

Here are the natural (NBO) charges for atoms 1 to 5, given in e: 0.830 -0.452 1.042 0.048 0.099



# 3
Density functional theory data (wB97M-V/def2-TZVPD) for a molecular structure, C15H20N2O2Zn.

## Properties
HOMO level (spin up / spin down)	-8.1 / -8.0	eV
ΔE to the lowest compared entry with this formula, charge and spin	620.28	kJ/mol

Geometry as ORCA input:
```
! RIJCOSX wB97M-V def2-TZVPD def2/J DEFGRID3
* xyz 0 1
C -2.900 -0.742 1.400
C -2.390 1.074 -1.911
H -3.033 -1.752 1.001
H -3.897 -0.325 1.650
H -2.262 -0.778 2.290
H -1.607 1.483 -2.557
H -2.870 0.200 -2.389
H -3.133 1.853 -1.717
C -0.446 -2.619 0.410
C 0.445 -3.704 0.354
C 1.584 -3.594 -0.448
C 1.813 -2.385 -1.105
H -1.317 -2.644 1.061
H 0.219 -4.594 0.936
H 2.300 -4.414 -0.551
H 2.692 -2.212 -1.720
N -0.279 -1.506 -0.293
C 0.886 -1.329 -0.949
C 1.196 0.033 -1.417
N 0.324 0.984 -1.082
C 0.515 2.244 -1.420
C 2.567 1.694 -2.523
C 1.629 2.667 -2.167
H -0.272 2.928 -1.105
H 1.697 3.718 -2.440
C 2.358 0.363 -2.155
H 3.046 -0.444 -2.411
H 3.448 1.955 -3.102
Zn -2.149 0.365 -0.035
C -1.712 2.338 0.779
H -2.183 3.039 0.068
H -0.666 2.586 0.974
H -2.265 2.247 1.723
C 1.120 0.063 3.594
C 0.754 0.340 2.157
O 1.695 0.349 1.330
O -0.483 0.553 1.938
H 2.200 0.056 3.711
H 0.712 -0.904 3.885
H 0.664 0.815 4.235
*
```

Here are the natural (NBO) charges for atoms 1 to 5, given in e: -1.277 -0.850 0.196 0.203 0.247



# 4
Density functional theory data (wB97M-V/def2-TZVPD) for C15H20N2O3S in the gas phase.

## Properties
structure (SMILES)	CSCC[C@@H]1N[C@H](C(=O)NCc2ccccc2)COC1=O
HOMO level	-8.8	eV
ΔE to the lowest compared entry with this formula, charge and spin	169.03	kJ/mol

Geometry as ORCA input:
```
! RIJCOSX wB97M-V def2-TZVPD def2/J DEFGRID3
* xyz 0 1
C 2.570 1.812 4.058
S 1.674 0.322 3.451
C 0.922 1.019 1.900
C 2.046 1.127 0.841
C 1.614 1.654 -0.569
N 0.435 0.828 -1.005
C 0.322 0.675 -2.477
C -0.875 -0.160 -2.911
O -0.746 -1.062 -3.708
N -2.035 -0.009 -2.204
C -2.869 -1.163 -1.936
C -2.600 -1.590 -0.514
C -3.612 -1.749 0.405
C -3.380 -2.108 1.729
C -2.067 -2.306 2.138
C -1.026 -2.166 1.230
C -1.288 -1.864 -0.107
C 1.675 0.107 -2.945
O 2.796 0.999 -2.715
C 2.824 1.753 -1.550
O 3.749 2.527 -1.270
H 3.184 1.548 4.895
H 3.177 2.232 3.229
H 1.877 2.594 4.408
H 0.444 1.962 2.178
H 0.146 0.345 1.527
H 2.515 0.120 0.759
H 2.848 1.767 1.250
H 1.257 2.683 -0.408
H 0.400 -0.086 -0.535
H 0.209 1.646 -2.920
H -2.014 0.815 -1.576
H -2.683 -2.025 -2.577
H -3.915 -0.872 -2.073
H -4.649 -1.508 0.132
H -4.204 -2.167 2.463
H -1.808 -2.505 3.190
H -0.029 -2.382 1.576
H -0.479 -1.887 -0.852
H 1.927 -0.833 -2.466
H 1.671 -0.092 -4.043
*
```

Here are the natural (NBO) charges for atoms 1 to 5, given in e: -0.731 0.161 -0.513 -0.415 -0.163



# 5
Density functional theory data (wB97M-V/def2-TZVPD) for C15H20N2O5S2 in the gas phase.

## Properties
structure (SMILES)	COCCCN(Cc1cccs1)S(=O)(=O)c1c[nH]c(C(=O)OC)c1
HOMO level	-8.6	eV
ΔE to the lowest compared entry with this formula, charge and spin	98.34	kJ/mol

Geometry as ORCA input:
```
! RIJCOSX wB97M-V def2-TZVPD def2/J DEFGRID3
* xyz 0 1
C 2.778 -2.815 -2.755
O 3.582 -2.087 -1.848
C 3.734 -2.693 -0.588
C 2.455 -2.705 0.259
C 1.904 -1.284 0.407
N 0.540 -1.213 0.867
C 0.222 -1.616 2.223
C -0.846 -0.721 2.758
C -0.919 0.634 2.651
C -2.085 1.171 3.239
C -2.876 0.215 3.788
S -2.218 -1.360 3.584
S -0.632 -1.486 -0.293
O -1.861 -1.779 0.374
O -0.164 -2.409 -1.293
C -0.720 0.112 -1.047
C 0.001 0.526 -2.148
N -0.304 1.813 -2.385
C -1.213 2.249 -1.459
C -1.695 3.626 -1.517
O -1.333 4.420 -2.356
O -2.571 3.905 -0.547
C -3.090 5.228 -0.546
C -1.490 1.197 -0.606
H 1.725 -2.820 -2.460
H 3.134 -3.847 -2.847
H 2.884 -2.315 -3.717
H 4.101 -3.724 -0.706
H 4.506 -2.102 -0.086
H 2.681 -3.141 1.234
H 1.695 -3.317 -0.227
H 1.920 -0.803 -0.573
H 2.531 -0.698 1.087
H -0.115 -2.659 2.266
H 1.135 -1.521 2.821
H -0.165 1.225 2.162
H -2.319 2.221 3.251
H -3.808 0.335 4.302
H 0.684 -0.034 -2.755
H 0.049 2.404 -3.123
H -2.286 5.951 -0.395
H -3.802 5.273 0.274
H -3.582 5.444 -1.496
H -2.166 1.197 0.223
*
```

Here are the natural (NBO) charges for atoms 1 to 5, given in e: -0.270 -0.545 -0.055 -0.462 -0.221



# 6
Density functional theory data (wB97M-V/def2-TZVPD) for C15H20N4O3S in the gas phase.

## Properties
structure (SMILES)	COC(=O)CCCCCNC(=S)Nc1ccc2[nH]c(=O)[nH]c2c1
HOMO level	-8.0	eV
ΔE to the lowest compared entry with this formula, charge and spin	0.00	kJ/mol

Geometry as ORCA input:
```
! RIJCOSX wB97M-V def2-TZVPD def2/J DEFGRID3
* xyz 0 1
C -2.683 -1.638 -0.997
O -1.550 -2.455 -0.741
C -0.810 -2.153 0.335
O -1.047 -1.223 1.061
C 0.312 -3.153 0.484
C 1.506 -2.628 1.282
C 2.100 -1.334 0.728
C 2.556 -1.432 -0.728
C 3.309 -0.170 -1.164
N 2.520 1.015 -0.921
C 2.722 1.797 0.161
S 4.167 1.900 0.955
N 1.684 2.569 0.593
C 0.332 2.388 0.234
C -0.078 2.624 -1.079
C -1.396 2.432 -1.469
C -2.290 1.994 -0.513
N -3.631 1.682 -0.569
C -4.072 1.232 0.661
O -5.182 0.846 0.934
N -2.981 1.315 1.500
C -1.877 1.754 0.812
C -0.573 1.958 1.205
H -3.270 -1.498 -0.087
H -3.269 -2.156 -1.751
H -2.363 -0.662 -1.369
H -0.110 -4.021 0.999
H 0.609 -3.483 -0.511
H 1.188 -2.442 2.309
H 2.273 -3.405 1.301
H 2.955 -1.053 1.346
H 1.350 -0.546 0.826
H 1.690 -1.571 -1.380
H 3.218 -2.290 -0.853
H 3.549 -0.223 -2.230
H 4.236 -0.061 -0.598
H 1.565 0.966 -1.256
H 1.864 3.017 1.481
H 0.644 2.988 -1.794
H -1.706 2.623 -2.485
H -4.228 1.760 -1.374
H -2.981 0.970 2.444
H -0.250 1.767 2.216
*
```

Here are the natural (NBO) charges for atoms 1 to 5, given in e: -0.266 -0.509 0.807 -0.621 -0.512



# 7
Density functional theory data (wB97M-V/def2-TZVPD) for C15H20N4O4S in the gas phase.

## Properties
structure (SMILES)	CCOC(=O)CCc1c(C)nn(-c2ccncc2S(N)(=O)=O)c1C
HOMO level	-9.2	eV
ΔE to the lowest compared entry with this formula, charge and spin	17.13	kJ/mol

Geometry as ORCA input:
```
! RIJCOSX wB97M-V def2-TZVPD def2/J DEFGRID3
* xyz 0 1
C 1.507 2.525 -5.259
C 1.643 2.820 -3.772
O 2.093 1.625 -3.114
C 2.154 1.684 -1.728
O 1.703 2.566 -0.988
C 2.849 0.483 -1.112
C 2.078 -0.828 -1.118
C 0.782 -0.683 -0.305
C -0.549 -0.491 -0.823
C -0.918 -0.495 -2.278
N -1.421 -0.400 0.129
N -0.725 -0.461 1.284
C -1.343 -0.275 2.534
C -0.984 0.794 3.340
C -1.609 0.987 4.561
N -2.546 0.130 5.021
C -2.880 -0.926 4.255
C -2.305 -1.132 3.049
S -2.681 -2.686 2.302
N -3.718 -2.179 1.134
O -1.548 -3.341 1.611
O -3.467 -3.596 3.172
C 0.633 -0.703 1.075
C 1.682 -0.903 2.148
H 1.232 3.485 -5.736
H 0.733 1.786 -5.479
H 2.469 2.199 -5.641
H 2.401 3.610 -3.699
H 0.696 3.220 -3.392
H 3.065 0.729 -0.088
H 3.802 0.313 -1.625
H 1.883 -1.143 -2.153
H 2.682 -1.601 -0.626
H -0.485 0.374 -2.784
H -0.518 -1.399 -2.745
H -2.010 -0.559 -2.401
H -0.209 1.502 3.013
H -1.296 1.817 5.185
H -3.650 -1.602 4.661
H -3.235 -1.418 0.639
H -3.871 -2.963 0.529
H 2.595 -1.301 1.677
H 1.912 0.039 2.619
H 1.375 -1.604 2.929
*
```

Here are the natural (NBO) charges for atoms 1 to 5, given in e: -0.618 -0.075 -0.525 0.805 -0.586



# 8
Density functional theory data (wB97M-V/def2-TZVPD) for C15H20O2 in the gas phase.

## Properties
structure (SMILES)	C/C=C1C(=O)O[C@@H]2CCC/C(C)=C\CC\C=C\12
HOMO level	-8.3	eV
ΔE to the lowest compared entry with this formula, charge and spin	203.72	kJ/mol

Geometry as ORCA input:
```
! RIJCOSX wB97M-V def2-TZVPD def2/J DEFGRID3
* xyz 0 1
C -3.692 1.756 3.293
C -3.037 0.843 2.277
C -1.671 0.868 1.965
C -0.626 1.704 2.479
O -0.795 2.488 3.375
O 0.562 1.492 1.868
C 0.354 0.596 0.729
C 0.263 1.458 -0.535
C 1.599 1.485 -1.310
C 1.711 0.366 -2.393
C 2.155 -1.012 -1.895
C 3.652 -1.325 -1.822
C 1.308 -2.071 -1.587
C -0.205 -1.916 -1.529
C -0.649 -2.284 -0.107
C -1.428 -1.227 0.597
C -0.954 -0.013 1.030
H -3.227 1.732 4.281
H -3.600 2.808 2.946
H -4.752 1.541 3.371
H -3.741 0.194 1.785
H 1.128 -0.160 0.653
H -0.548 1.174 -1.176
H 0.039 2.489 -0.198
H 2.407 1.445 -0.614
H 1.619 2.493 -1.805
H 2.411 0.711 -3.187
H 0.780 0.287 -2.916
H 3.854 -2.288 -1.324
H 4.078 -1.332 -2.845
H 4.131 -0.528 -1.277
H 1.681 -3.057 -1.338
H -0.696 -2.593 -2.201
H -0.583 -0.923 -1.806
H -1.285 -3.174 -0.179
H 0.202 -2.540 0.520
H -2.446 -1.487 0.877
*
```

Here are the natural (NBO) charges for atoms 1 to 5, given in e: -0.664 -0.044 -0.201 0.743 -0.567